1.
Molecular formula: C7H9NO
Method: DFT, ωB97M-V/def2-TZVPD

Output
Relative energy (zero: lowest compared OMol25 entry of this formula, charge and spin) ... 134.2 kcal/mol
Orbital gap ... 10.2 eV
Max |F| ... 0.0723 Eh/bohr
E ... -10936.9953 eV
HOMO level ... -9.09 eV
Total charge ... 0
SMILES ... C#CC1(O/N=C/C)CC1

Element x y z (Å)
C  -3.0773  -0.1236  -0.8413
C  -2.0140  0.4059  -1.0476
C  -0.6477  0.7647  -1.1726
O  0.2519  -0.3283  -1.1228
N  0.6795  -0.5771  0.2587
C  0.7975  -1.7840  0.4965
C  1.3342  -2.0145  1.8383
C  -0.4045  1.9544  -2.0971
C  -0.1710  2.1454  -0.6359
H  -4.0263  -0.5011  -0.6987
H  0.3069  -2.6450  -0.0633
H  0.6026  -1.5348  2.5291
H  2.2218  -1.4212  1.9908
H  1.4284  -3.0455  2.0719
H  -1.2867  2.3986  -2.5275
H  0.4825  1.9340  -2.7616
H  0.8266  2.0134  -0.2502
H  -0.7934  2.5229  0.1207


2.
Molecular formula: C10H4N2O6ReS4
Method: DFT, ωB97M-V/def2-TZVPD

Output
Multiplicity ... 2
Orbital gap (alpha / beta) ... 7.2 / 7.3 eV
Max |F| ... 0.1741 Eh/bohr
E ... -71168.0472 eV
HOMO level (alpha / beta) ... -9.49 / -9.39 eV
Total charge ... 0

Element x y z (Å)
Re  0.8320  0.8804  0.1331
S  3.1892  1.0825  -0.0958
C  3.5909  2.6727  0.5015
C  4.9655  2.9700  0.6078
N  6.0853  3.1828  0.7197
C  2.6138  3.5787  0.8442
S  0.9243  3.1263  0.8965
C  2.9221  4.9174  1.1611
N  3.1636  6.0160  1.3789
O  0.0374  0.9673  -1.7042
S  -1.2619  0.5263  -1.1182
O  -2.3700  1.0670  -1.8348
O  -1.1788  0.8914  0.3066
C  -1.6904  -1.2083  -0.9227
C  -2.7476  -1.7217  -1.6533
C  -3.3772  -2.8767  -1.2123
C  -2.9774  -3.4914  -0.0350
C  -1.9099  -2.9808  0.6910
C  -1.2885  -1.8228  0.2521
S  0.3648  -1.4409  0.8294
O  0.8282  -2.6715  1.3789
O  0.6074  -0.2930  1.7510
O  0.9731  -1.0486  -0.4514
H  -3.0695  -1.1981  -2.5405
H  -4.2033  -3.2799  -1.7756
H  -3.4837  -4.3812  0.3087
H  -1.5398  -3.4640  1.5823


3.
Molecular formula: C2H6O2
Method: DFT, ωB97M-V/def2-TZVPD

Output
Relative energy (zero: lowest compared OMol25 entry of this formula, charge and spin) ... 51.0 kcal/mol
Orbital gap ... 10.3 eV
Max |F| ... 0.0580 Eh/bohr
E ... -6264.0437 eV
HOMO level ... -9.54 eV
Total charge ... 0
SMILES ... OCCO

Element x y z (Å)
O  -1.0285  1.0061  -0.1472
C  -1.0115  -0.3906  -0.0717
C  0.4549  -0.4934  0.3487
O  1.2529  0.6562  -0.5710
H  -0.0180  1.1699  -0.5819
H  -1.7500  -0.8235  0.6549
H  -1.2348  -0.9071  -1.0257
H  0.5188  -0.2488  1.4161
H  1.0711  -1.2988  0.0048
H  1.7204  1.3386  -0.0479


4.
Molecular formula: C6H11N2
Method: DFT, ωB97M-V/def2-TZVPD

Output
Relative energy (zero: lowest compared OMol25 entry of this formula, charge and spin) ... 54.2 kcal/mol
Orbital gap ... 7.7 eV
Max |F| ... 0.0494 Eh/bohr
E ... -9372.3832 eV
HOMO level ... -13.44 eV
Total charge ... +1

Element x y z (Å)
C  1.5790  1.5826  -0.0083
C  0.5943  0.8821  0.8135
C  0.1892  -0.4101  0.5561
C  -1.0442  -0.9711  0.9601
N  -1.0446  -2.2079  0.5388
C  0.1166  -2.5106  -0.1436
C  0.8805  -1.4016  -0.2261
N  -1.3106  1.7243  -1.5657
H  1.2077  2.5738  -0.2589
H  2.3652  1.8135  0.7386
H  0.2097  1.3259  1.7283
H  -2.0096  1.2514  -2.1275
H  -1.5712  -0.6897  1.8605
H  -1.6615  -2.9375  0.8678
H  0.4260  -3.4773  -0.5061
H  1.9351  -1.4556  -0.4405
H  2.0626  0.9254  -0.7145
H  -1.2408  1.3243  -0.6490
H  -1.6835  2.6583  -1.4236


5.
Molecular formula: C28H29AsN2O4PPtS
Method: DFT, ωB97M-V/def2-TZVPD

Output
Multiplicity ... 5
Orbital gap (alpha / beta) ... 6.8 / 5.0 eV
Max |F| ... 0.0207 Eh/bohr
E ... -124851.7958 eV
HOMO level (alpha / beta) ... -15.90 / -17.35 eV
Total charge ... +3

Element x y z (Å)
Pt  -0.3385  0.5587  0.4176
N  1.6153  1.6567  0.1924
C  1.0526  2.9815  -0.1250
C  2.0809  4.0309  -0.4279
C  1.7966  5.2780  -0.7904
C  -0.6999  5.2822  -0.0607
C  -1.5664  4.2023  -0.6823
C  -1.1145  3.0349  -1.1255
P  -2.0410  1.4920  -1.0326
C  -3.6412  1.8142  -0.3384
C  -3.8192  1.7708  1.0501
C  -5.0607  2.0610  1.5847
C  -6.1209  2.3709  0.7400
C  -5.9391  2.4286  -0.6385
C  -4.7041  2.1375  -1.1903
C  -2.2007  0.7132  -2.6155
C  -3.0886  -0.3695  -2.7364
C  -3.2379  -0.9861  -3.9631
C  -2.4927  -0.5470  -5.0571
C  -1.6001  0.5151  -4.9334
C  -1.4391  1.1444  -3.7127
H  2.1119  1.6785  1.0831
H  2.2569  1.3336  -0.5292
H  3.1172  3.7088  -0.3913
H  2.6336  5.9171  -1.0546
H  -1.3816  6.0789  0.2307
H  -2.6398  4.3310  -0.5968
H  -2.9961  1.5040  1.7039
H  -5.2095  2.0383  2.6559
H  -7.1021  2.5517  1.1584
H  -6.7676  2.6900  -1.2836
H  -4.5670  2.1638  -2.2648
H  -3.6750  -0.6956  -1.8842
H  -3.9434  -1.7984  -4.0784
H  -2.6140  -1.0328  -6.0168
H  -1.0391  0.8572  -5.7930
H  -0.7499  1.9744  -3.6147
O  -0.3389  2.3474  1.7597
C  0.1214  3.3004  1.1137
O  0.2358  2.7487  -1.2720
C  -0.1307  4.7269  1.2395
C  0.3683  5.5087  2.2343
C  0.5623  6.9080  2.1367
C  0.5895  7.7274  0.9765
C  0.5595  7.3521  -0.3265
C  0.4434  5.9524  -0.8719
N  0.6196  8.4326  -1.3478
O  0.8852  9.5460  -0.9725
O  0.3868  8.0993  -2.4946
H  0.6946  5.0289  3.1525
H  0.8041  7.4132  3.0634
H  0.7027  8.7910  1.1484
H  0.1711  6.0374  -1.9258
C  0.6610  -4.6096  0.9109
As  0.6131  -2.9197  0.0178
C  2.3315  -2.5650  -0.7516
C  -0.6771  -2.9673  -1.4002
S  0.0649  -1.4164  1.5308
H  0.9184  -5.3548  0.1578
H  -0.3131  -4.8332  1.3398
H  1.4187  -4.5956  1.6912
H  2.5935  -3.4319  -1.3587
H  3.0728  -2.4359  0.0335
H  2.2788  -1.6826  -1.3850
H  -0.3980  -3.7819  -2.0688
H  -0.6674  -2.0239  -1.9442
H  -1.6648  -3.1559  -0.9854


6.
Molecular formula: C57H54MgN4O2P2SSb
Method: DFT, ωB97M-V/def2-TZVPD

Output
Relative energy (zero: lowest compared OMol25 entry of this formula, charge and spin) ... 0.0 kcal/mol
Orbital gap ... 7.1 eV
Max |F| ... 0.0919 Eh/bohr
E ... -111430.0687 eV
HOMO level ... -9.95 eV
Total charge ... +1

Element x y z (Å)
Mg  0.8936  0.1948  1.2358
O  3.3026  -1.2228  0.3168
S  2.2207  -0.8081  -0.5849
C  2.9539  0.3874  -1.7232
C  4.3308  0.5060  -1.7288
C  5.0565  1.1630  -2.7462
C  4.3418  1.7979  -3.7474
C  4.7698  2.6047  -4.9381
C  3.4636  3.0404  -5.6409
C  2.3662  2.5069  -4.7641
C  0.9964  2.5948  -4.8731
C  0.1919  1.9357  -3.9222
C  0.7282  1.3032  -2.7672
P  -0.4889  0.9824  -1.4838
C  -1.7530  0.1351  -2.4761
C  -3.0733  0.0089  -2.0355
C  -3.9889  -0.8256  -2.6948
C  -3.6043  -1.5006  -3.8373
C  -2.2951  -1.3747  -4.3112
C  -1.3852  -0.6272  -3.5999
C  -1.1464  2.6918  -1.3760
C  -2.4372  3.1348  -1.7145
C  -2.8066  4.4807  -1.5319
C  -1.9156  5.4216  -1.0524
C  -0.5908  5.0319  -0.8102
C  -0.2206  3.6933  -0.9903
C  2.1431  1.1244  -2.6494
C  2.9206  1.7856  -3.6708
C  1.8417  -2.2797  -1.5667
C  2.9192  -2.7228  -2.2905
C  2.7806  -3.6782  -3.3258
C  1.5447  -4.2542  -3.5525
C  1.1397  -5.3857  -4.4755
C  -0.3723  -5.6349  -4.1567
C  -0.6827  -4.6651  -3.0429
C  -1.8356  -4.4617  -2.2991
C  -1.8751  -3.4225  -1.3402
C  -0.7019  -2.7003  -0.9355
P  -0.7257  -1.9035  0.6826
C  -2.4127  -1.5241  1.1769
C  -2.8949  -0.2009  1.2591
C  -4.2207  0.0690  1.6030
C  -5.1211  -0.9759  1.7960
C  -4.6518  -2.2683  1.7532
C  -3.3053  -2.5437  1.4942
C  -0.2389  -3.1726  1.8877
C  -0.5770  -3.0590  3.2318
C  -0.3124  -4.0830  4.1516
C  0.3805  -5.2285  3.7499
C  0.8453  -5.3028  2.4326
C  0.6080  -4.2545  1.5469
C  0.5243  -2.8641  -1.7103
C  0.4522  -3.8597  -2.7530
H  4.8548  0.0677  -0.8889
H  6.1460  1.2175  -2.7059
H  5.3883  1.9771  -5.6170
H  5.3736  3.4820  -4.6169
H  3.3690  2.6034  -6.6549
H  3.3931  4.1363  -5.7265
H  0.5457  3.0852  -5.7490
H  -0.8943  1.9871  -4.0216
H  -3.3909  0.5611  -1.1566
H  -5.0071  -0.9002  -2.3159
H  -4.3136  -2.1117  -4.3818
H  -1.9821  -1.9382  -5.1977
H  -0.3469  -0.6449  -3.9358
H  -3.1687  2.4669  -2.1822
H  -3.8299  4.7937  -1.7484
H  -2.2024  6.4536  -0.9009
H  0.1608  5.7448  -0.4713
H  0.8311  3.4015  -0.8326
H  3.8913  -2.3022  -2.0479
H  3.6636  -4.0027  -3.8553
H  1.7740  -6.2654  -4.2592
H  1.3014  -5.1141  -5.5403
H  -0.6249  -6.6797  -3.8711
H  -0.9611  -5.3979  -5.0514
H  -2.7519  -4.9980  -2.5366
H  -2.8389  -3.1328  -0.9222
H  -2.2608  0.6311  0.9710
H  -4.5459  1.0949  1.6625
H  -6.1769  -0.7571  1.9568
H  -5.3158  -3.0942  1.9680
H  -2.9840  -3.6071  1.4438
H  -1.1207  -2.1808  3.5939
H  -0.6606  -3.9816  5.1681
H  0.5245  -6.0288  4.4612
H  1.3909  -6.1695  2.1052
H  1.0363  -4.3319  0.5523
O  2.1358  -1.0176  2.7514
H  1.8430  -1.9329  2.9425
H  2.9097  -1.1173  2.0925
N  -2.5157  3.6269  2.0086
C  -1.8753  2.7551  2.5218
H  -2.9777  4.3809  1.4448
C  1.6228  1.4080  6.7745
C  1.4292  0.4907  5.5592
Sb  0.0089  1.3657  4.0771
C  -2.0074  1.1315  4.9939
C  -2.0145  1.2770  6.5010
C  0.6868  3.4679  4.2900
C  -0.2614  4.4310  5.0013
H  2.2503  0.9057  7.5126
H  0.6698  1.6056  7.2939
H  2.0263  2.3795  6.5148
H  1.0104  -0.5031  5.8357
H  2.3783  0.3349  4.9798
H  -2.3220  0.1235  4.6480
H  -2.6222  1.9018  4.4871
H  -1.3404  0.5447  7.0025
H  -3.0362  1.1205  6.9129
H  -1.7119  2.2913  6.8498
H  0.8077  3.7197  3.2160
H  1.6878  3.3910  4.7537
H  -1.3294  4.2828  4.7146
H  -0.0269  5.4780  4.7325
H  -0.2050  4.3516  6.1025
N  3.6492  5.6906  -0.3419
C  3.7404  4.5311  -0.1221
N  3.8608  3.2524  0.0909
C  2.9789  2.6099  0.7361
N  2.2008  1.8669  1.2279